# 1
Below is a 6-piece molecular cluster, CH12O6 overall, with properties calculated with wB97M-V/def2-TZVPD.

XYZ file:
```
19
Properties=species:S:1:pos:R:3
O 2.974 -1.015 -2.278
C 2.208 0.004 -2.516
H 2.381 0.580 -3.408
H 1.480 0.345 -1.763
H -2.028 0.460 4.030
H -3.180 -0.032 4.516
O -2.275 -0.301 4.400
H -1.755 -1.266 -2.405
H -0.682 -0.383 -1.555
O -1.598 -0.774 -1.604
H 0.963 -0.541 0.351
H -0.365 0.395 0.382
O 0.605 0.408 0.243
H 1.655 -2.863 0.373
H 1.701 -2.049 -1.002
O 1.227 -2.169 -0.140
H -0.558 3.068 0.236
H -1.740 2.754 1.050
O -1.016 3.379 1.091
```

Properties
**Frontier orbital gap (alpha / beta)**: 2.68 / 6.03 eV
**Total charge**: -1
**Energy above the lowest of the compared OMol25 structures with the same formula, charge and spin**: 12.84 kcal/mol
**Max |F|**: 6.06 eV/Å
**Spin multiplicity**: 2
**LUMO level (alpha / beta)**: 2.63 / 2.63 eV
**HOMO (alpha / beta)**: -0.0019 / -0.1249 Eh

=====

# 2
Below is a 2-piece molecular cluster, C3H10PS3 overall, with properties calculated with wB97M-V/def2-TZVPD.

XYZ file:
```
17
Properties=species:S:1:pos:R:3
C 2.101 1.265 0.719
C 0.713 0.992 1.311
C 0.226 -0.333 1.406
P -1.397 -0.938 -1.127
S -0.889 -2.502 -2.404
S -1.739 0.807 -2.284
S -3.309 -1.718 -0.526
H 2.095 1.348 -0.430
H 2.582 0.326 0.993
H 2.542 2.207 1.098
H 0.528 1.391 2.246
H -0.107 1.367 0.672
H -0.495 -0.642 2.254
H 0.868 -1.061 0.776
H 0.572 -2.468 -2.112
H -0.541 0.691 -2.849
H -3.751 -0.732 0.259
```

Properties
**Frontier orbital gap (alpha / beta)**: 6.73 / 6.56 eV
**Total charge**: +1
**Energy above the lowest of the compared OMol25 structures with the same formula, charge and spin**: 3.69 kcal/mol
**Max |F|**: 4.17 eV/Å
**Spin multiplicity**: 3
**LUMO level (alpha / beta)**: -4.33 / -8.04 eV
**HOMO (alpha / beta)**: -0.4065 / -0.5368 Eh

=====

# 3
Below is C36H78Ca3N2O14P2 as an isolated structure, with properties calculated with wB97M-V/def2-TZVPD.

XYZ file:
```
135
Properties=species:S:1:pos:R:3
Ca -0.551 2.621 -1.794
Ca -2.187 1.149 1.942
Ca 0.750 2.943 1.655
P -0.068 0.515 0.158
O -1.254 -0.349 0.588
O 1.040 0.817 1.200
O -0.826 1.874 0.293
O 0.387 0.678 -1.320
P -1.718 3.753 2.698
O -2.871 3.257 1.787
O -2.298 4.836 3.578
O -0.837 4.516 1.645
O -0.884 2.507 3.138
C -4.312 0.357 -3.691
C -3.081 -0.499 -4.002
C -2.088 0.007 -2.942
O -2.447 1.381 -2.682
C -3.710 1.689 -3.296
H -4.780 -0.128 -2.830
H -5.042 0.374 -4.496
H -2.675 -0.401 -5.010
H -3.325 -1.539 -3.791
H -1.064 -0.147 -3.269
H -2.261 -0.619 -2.065
H -3.573 2.254 -4.222
H -4.344 2.260 -2.621
C 4.246 -1.626 2.982
C 4.494 -2.415 4.269
C 4.343 -1.282 5.305
O 3.342 -0.425 4.810
C 3.185 -0.597 3.397
H 3.824 -2.269 2.209
H 5.135 -1.142 2.577
H 5.516 -2.790 4.348
H 3.808 -3.260 4.293
H 5.316 -0.784 5.327
H 4.047 -1.667 6.280
H 3.198 0.356 2.870
H 2.184 -0.992 3.191
C -0.363 -1.336 5.553
C -0.710 -2.450 4.536
C -0.831 -1.693 3.218
O -1.228 -0.383 3.585
C -0.468 -0.035 4.754
H 0.631 -1.531 5.952
H -1.078 -1.260 6.373
H -1.657 -2.905 4.826
H 0.074 -3.206 4.545
H -1.595 -2.091 2.546
H 0.063 -1.688 2.584
H -0.903 0.803 5.285
H 0.535 0.251 4.423
C -0.444 -4.045 0.366
C -0.059 -5.240 -0.504
C -1.251 -5.309 -1.441
O -1.526 -3.949 -1.740
C -1.108 -3.107 -0.669
H 0.433 -3.603 0.844
H -1.114 -4.352 1.171
H 0.104 -6.176 0.035
H 0.856 -5.041 -1.064
H -2.133 -5.736 -0.942
H -1.094 -5.904 -2.341
H -1.935 -2.598 -0.183
H -0.305 -2.436 -0.973
C 4.803 1.859 -1.067
C 5.842 0.857 -1.536
C 6.709 0.628 -0.313
O 5.819 0.777 0.798
C 4.599 1.374 0.367
H 3.858 1.695 -1.592
H 5.095 2.897 -1.225
H 6.432 1.096 -2.424
H 5.299 -0.061 -1.786
H 7.506 1.380 -0.274
H 7.179 -0.354 -0.286
H 4.319 2.235 0.989
H 3.778 0.666 0.495
C 3.253 -1.872 -0.417
C 3.599 -3.265 -0.897
C 4.213 -2.939 -2.258
O 3.461 -1.805 -2.743
C 2.633 -1.294 -1.672
H 4.190 -1.346 -0.215
H 2.616 -1.863 0.466
H 2.641 -3.784 -0.996
H 4.276 -3.847 -0.273
H 4.137 -3.751 -2.981
H 5.244 -2.591 -2.141
H 1.624 -1.638 -1.903
H 2.721 -0.210 -1.683
C -3.970 0.805 4.750
C -4.287 -0.292 3.742
N -4.303 0.169 2.346
C -5.330 1.214 2.133
C -6.743 0.881 2.599
C -4.455 -1.013 1.464
C -4.622 -0.679 -0.003
H -4.836 1.455 4.895
H -3.114 1.430 4.494
H -3.802 0.382 5.743
H -3.541 -1.086 3.803
H -5.230 -0.775 4.029
H -5.395 1.448 1.071
H -4.899 2.128 2.550
H -7.106 -0.029 2.116
H -7.399 1.707 2.322
H -6.844 0.748 3.676
H -3.570 -1.641 1.589
H -5.305 -1.616 1.818
H -5.568 -0.181 -0.208
H -3.793 -0.019 -0.287
H -4.530 -1.573 -0.621
C 0.240 5.447 -3.812
C 1.051 4.184 -4.154
N 0.287 2.918 -4.012
C -0.471 2.607 -5.248
C -1.600 3.573 -5.631
C 1.310 1.835 -3.841
C 2.437 1.690 -4.871
H 0.828 6.275 -4.214
H 0.194 5.586 -2.729
H -0.754 5.502 -4.242
H 1.532 4.285 -5.130
H 1.863 4.214 -3.420
H 0.200 2.542 -6.106
H -0.908 1.626 -5.053
H -1.180 4.395 -6.213
H -2.347 3.119 -6.278
H -2.068 3.973 -4.733
H 0.726 0.911 -3.846
H 1.763 1.840 -2.846
H 3.132 2.529 -4.783
H 2.004 1.642 -5.867
H 3.042 0.807 -4.673
```

Properties
**Frontier orbital gap**: 5.08 eV
**Energy above the lowest of the compared OMol25 structures with the same formula, charge and spin**: 68.72 kcal/mol
**Max |F|**: 6.68 eV/Å
**LUMO level**: -0.82 eV
**HOMO**: -0.2168 Eh

=====

# 4
Below is a 7-piece molecular cluster, C4H21N2O8 overall, with properties calculated with wB97M-V/def2-TZVPD.

XYZ file:
```
35
Properties=species:S:1:pos:R:3
O 2.801 -1.457 -1.626
C 1.754 -1.695 -1.085
C 1.104 -0.611 -0.209
C -0.304 -0.341 -0.658
C -1.180 0.158 0.495
N -2.059 1.170 0.256
O -1.174 -0.378 1.582
N 1.972 0.645 -0.286
H 1.282 -2.733 -1.148
H 1.114 -0.969 0.927
H -0.333 0.322 -1.605
H -0.811 -1.212 -1.045
H -2.688 1.486 0.980
H -2.047 1.716 -0.487
H 2.127 1.045 0.711
H 1.474 1.339 -0.831
H 2.876 0.406 -0.675
H -2.645 -3.710 -1.142
H -3.220 -2.891 -0.039
O -2.510 -2.954 -0.632
H 0.098 -0.659 2.730
H 0.670 -0.885 4.106
O 0.908 -0.779 3.235
H 1.123 2.774 -2.864
H -0.188 2.651 -2.116
O 0.741 2.444 -2.051
H -0.992 -3.078 0.203
H -0.324 -2.610 1.484
O -0.101 -2.943 0.565
H -2.040 4.015 -1.862
H -2.405 2.941 -2.846
O -1.878 3.064 -2.072
H 2.907 1.723 2.865
H 1.776 0.623 2.823
O 2.172 1.384 2.316
```

Properties
**Frontier orbital gap**: 10.60 eV
**Total charge**: +1
**Max |F|**: 5.26 eV/Å
**LUMO level**: -2.57 eV
**HOMO**: -0.4840 Eh

=====

Number 2 is which compound?
C3H10PS3